Computed, not measured: C3H2N2O3S in the gas phase, with wB97M-V/def2-TZVPD.

```
11
Properties=species:S:1:pos:R:3
C -0.1183 2.2392 0.1059
C 0.0120 1.4468 -0.9649
C 0.1848 0.0802 -0.7588
N 0.1646 1.4103 1.0896
N 0.3286 0.1451 0.5931
O 0.4983 -1.0185 -1.3699
O -1.5139 -2.1266 -0.3287
O 0.5651 -2.2200 0.7980
S -0.1734 -2.5240 -0.4575
H -0.2680 3.2772 0.0947
H 0.3201 -0.7098 1.1986
```

For the energy above the lowest of the compared OMol25 structures with the same formula, charge and spin, the calculation gives 109.3 kcal/mol. The HOMO-LUMO gap (spin up / spin down) is 6.6961 / 8.2786 eV. The calculation puts the HOMO energy (spin up / spin down) at -10.369 / -10.354 eV. As for the net charge: 0. The calculation puts the LUMO energy (spin up / spin down) at -0.13499 / -0.07626 Ha.

natural (NBO) population analysis, charges in e, atoms 1 to 2: -0.178, 0.173

Computed, not measured: a molecular structure, C4H7ClNY, with wB97M-V/def2-TZVPD.

```
14
Properties=species:S:1:pos:R:3
Y 32.3227 5.4968 -29.1433
Cl 32.9078 7.4826 -29.4494
C 31.5439 8.7755 -31.8301
C 30.1610 8.9445 -30.9995
C 29.2984 7.6812 -30.6668
C 29.8327 6.8203 -29.6270
N 30.2337 6.0775 -28.8791
H 32.2744 8.1950 -31.2666
H 31.9099 9.7875 -32.0030
H 31.4841 8.4650 -32.8733
H 29.5833 9.5724 -31.6778
H 30.4177 9.4866 -30.0894
H 29.2666 7.0243 -31.5360
H 28.3055 8.0361 -30.3909
```

For the energy above the lowest of the compared OMol25 structures with the same formula, charge and spin, the calculation gives 0.0 kcal/mol. The HOMO-LUMO gap is 8.6142 eV. The calculation puts the HOMO energy at -18.923 eV. As for the net charge: +2. The calculation puts the LUMO energy at -0.37884 Ha.

Löwdin population analysis, charges in e, atoms 1 to 2: 1.418, 0.434

Computed, not measured: a molecular structure, C5H14NO2, with wB97M-V/def2-TZVPD.

```
22
Properties=species:S:1:pos:R:3
C 1.4274 -1.0222 -1.1241
N 0.4387 -1.4066 -0.0892
C 1.5697 1.4423 1.6238
C 0.4741 1.1074 0.5992
C -0.1154 -0.3706 0.7564
C -1.6803 -0.2007 0.5795
O -1.9706 0.5989 -0.4887
H 0.7748 -1.0777 -2.0589
H 2.2249 -1.7988 -1.2568
H 2.0021 0.0509 -0.9595
H -0.2724 -2.0516 -0.5254
H 2.0283 2.3259 1.6578
H 1.1580 1.1598 2.6931
H 2.2701 0.6464 1.5478
H -0.3924 1.8574 0.7262
H 0.7603 1.4483 -0.4397
H -0.0773 -0.8640 1.8240
H -1.9993 -1.2429 0.4211
H -2.1245 0.2661 1.4992
H -2.3533 -0.1140 -3.0737
H -2.0659 -0.0925 -1.5545
O -2.0769 -0.6619 -2.3577
```

For the energy above the lowest of the compared OMol25 structures with the same formula, charge and spin, the calculation gives 57.4 kcal/mol. The HOMO-LUMO gap is 7.0171 eV. The calculation puts the HOMO energy at -3.103 eV. As for the net charge: -1. The calculation puts the LUMO energy at 0.14383 Ha.

natural (NBO) population analysis, charges in e, atoms 1 to 2: -0.426, -0.684

Computed, not measured: a molecular structure, C34H49F2MgN5Na2O16PS3, with wB97M-V/def2-TZVPD.

```
113
Properties=species:S:1:pos:R:3
C 1.6163 -0.8911 0.4581
C 0.6035 -1.0002 -0.7992
C -0.5405 -2.0947 -0.5213
O -1.3654 -1.8081 0.6710
C -2.5597 -1.1032 0.3044
C -3.7049 -1.8794 -0.4828
C -3.5112 -3.4506 -0.8391
O -3.0035 -3.8080 -1.9576
N -3.8596 -4.5356 0.1203
C -4.2493 -5.7351 -0.6854
O -3.7379 -6.8668 -0.5293
F -5.2840 -5.6421 -1.7025
C -5.0462 -1.1487 -0.9311
C -6.2567 -1.8844 -1.6928
N -6.6444 -3.0701 -0.8377
C -7.5144 -2.6433 0.3066
C -5.1375 0.3698 -0.5852
C -4.0138 1.1375 0.1974
C -2.7049 0.4410 0.6773
S -1.4269 1.3908 1.6065
C -0.9038 0.2667 3.0511
O -0.1856 1.6566 0.7948
O -1.9100 2.6839 2.2483
C -4.5702 2.6326 0.2933
O -4.4847 3.5417 1.1514
N -5.3678 2.7144 -0.9829
P -6.4937 4.1038 -1.1141
N -5.8000 5.5314 -0.8917
C -6.2412 1.4931 -0.8667
O -7.5038 1.4115 -0.9288
H 1.8811 0.1946 0.7257
H 1.1677 -1.4886 1.3282
H 2.5884 -1.4404 0.1381
H 1.2004 -1.3591 -1.7314
H 0.1099 -0.0110 -1.1006
H -0.0093 -3.1233 -0.4095
H -1.1796 -2.1666 -1.4872
H -4.6710 -4.2507 0.7095
H -7.1413 -1.1170 -1.7659
H -5.8831 -2.2067 -2.7481
H -7.0744 -3.8127 -1.4096
H -7.0213 -1.8480 0.9820
H -8.5093 -2.1864 -0.0922
H -7.7552 -3.5698 0.9372
H -1.0736 0.8020 4.0850
H -1.6300 -0.6406 3.0748
H 0.1573 -0.1480 2.9271
H -6.9878 4.0842 -2.4807
H -7.5663 3.9109 -0.1836
H -4.7987 5.3813 -0.6809
Mg -7.5592 -1.1732 -3.5489
C 5.7253 1.5876 1.2128
C 4.4790 0.9919 0.5216
O 4.4870 -0.3182 0.7495
H 6.6537 1.1677 0.8132
H 5.7583 2.6689 1.0482
H 5.7097 1.4221 2.2937
H 4.5381 1.3362 -0.5233
H 3.6293 1.5816 0.9014
F 5.3831 -1.1040 2.1966
O 9.4178 0.2478 -1.2111
S 9.9443 0.1442 0.1274
O 9.8832 1.2414 1.0584
O 11.4747 -0.3886 0.0508
C 12.3974 0.3144 -0.7706
C 12.8755 1.5905 -0.1013
C 9.2495 -1.2893 0.9003
H 11.9644 0.5217 -1.7534
H 13.2514 -0.3497 -0.9286
H 12.0645 2.3173 -0.0160
H 13.6832 2.0515 -0.6791
H 13.2323 1.3855 0.9122
H 9.3458 -2.1384 0.2244
H 8.1963 -1.0869 1.1005
H 9.7765 -1.4759 1.8363
N 9.5067 -4.5223 -0.6619
C 9.4782 -3.9341 -1.8710
C 9.5672 -4.6265 -3.0676
C 9.6972 -6.0074 -3.0188
C 9.7313 -6.6410 -1.7844
C 9.6315 -5.8603 -0.6443
H 9.3786 -2.8529 -1.8575
H 9.5361 -4.1002 -4.0136
H 9.7711 -6.5846 -3.9343
H 9.8324 -7.7167 -1.7100
H 9.6496 -6.3096 0.3436
Na 15.0154 2.0888 1.2879
C -12.4961 1.1170 -5.1347
C -13.5878 0.4929 -5.7311
C -13.4414 -0.7649 -6.3089
C -12.2044 -1.4033 -6.2816
C -11.1136 -0.7807 -5.6818
C -11.2578 0.4810 -5.1122
H -12.6098 2.0992 -4.6872
H -14.5538 0.9877 -5.7464
H -14.2911 -1.2483 -6.7797
H -12.0913 -2.3860 -6.7278
H -10.1494 -1.2793 -5.6592
H -10.4056 0.9684 -4.6495
O 15.1160 2.2521 4.7991
H 14.8894 1.7403 5.5682
Na -0.7939 2.2348 4.3582
C -3.9904 6.7117 6.5822
C -3.0364 7.8683 6.3231
O -1.7844 7.4442 6.8650
S -1.6569 5.8354 6.7071
O -0.8837 5.5582 5.5272
O -1.3445 5.2761 7.9885
O -3.2153 5.5292 6.3725
H -4.3387 6.7114 7.6188
H -4.8503 6.7281 5.9112
H -3.3667 8.7939 6.7951
H -2.9010 8.0357 5.2505
```

The HOMO-LUMO gap is 1.4818 eV. The calculation puts the HOMO energy at -6.693 eV. As for the net charge: +1. The calculation puts the LUMO energy at -0.19153 Ha.

Löwdin population analysis, charges in e, atoms 1 to 2: -0.102, -0.195

Computed, not measured: a molecular structure, C4H5NO, with wB97M-V/def2-TZVPD.

```
11
Properties=species:S:1:pos:R:3
C 1.3079 -0.0434 -1.0870
C 0.0367 -0.0224 -0.3002
C -0.0321 -0.1520 1.0668
N -1.3678 -0.7048 1.6268
C -1.8216 0.1386 0.8787
O -1.1082 0.0958 -0.8774
H 1.3633 0.8058 -1.7736
H 2.1806 -0.0430 -0.4287
H 1.3244 -0.9601 -1.6868
H 0.7141 0.0034 1.8327
H -2.5973 0.8820 0.7487
```

For the energy above the lowest of the compared OMol25 structures with the same formula, charge and spin, the calculation gives 95.0 kcal/mol. The HOMO-LUMO gap is 8.7076 eV. The calculation puts the HOMO energy at -8.163 eV. As for the net charge: 0. The calculation puts the LUMO energy at 0.02002 Ha.

natural (NBO) population analysis, charges in e, atoms 1 to 2: -0.668, 0.415

Computed, not measured: 4 unconnected molecules or ions with the total composition C6H12N2O2S, with wB97M-V/def2-TZVPD.

```
23
Properties=species:S:1:pos:R:3
C 2.2786 0.0486 1.5014
C 0.9335 -0.6703 -0.5978
C -1.8172 -1.3388 -0.9151
C -2.6556 -0.7674 0.0900
C -2.0425 0.5288 0.6333
C 1.6005 1.4726 -1.2953
H 2.2762 -1.1394 2.8930
H 3.8057 0.4346 0.6696
H 0.8392 1.4096 1.3977
H 1.9299 -2.0037 0.7928
H -1.3353 -0.6461 -1.5666
H -2.1797 -2.2957 -1.4574
H -2.6690 -1.3615 1.1492
H -3.7926 -0.7429 -0.0905
H -1.8055 2.5103 0.2626
H 2.5778 1.0392 -1.6951
H 1.9202 1.8514 -0.2894
H 1.2737 2.3223 -2.0122
N 2.0202 -1.0708 0.4355
N 0.6703 0.3859 -1.2561
O -2.4872 1.6687 0.0496
O -1.0169 0.4036 1.5112
S -0.3244 -2.0390 -0.2104
```

For the energy above the lowest of the compared OMol25 structures with the same formula, charge and spin, the calculation gives 305.0 kcal/mol. The HOMO-LUMO gap is 6.9533 eV. The calculation puts the HOMO energy at -8.260 eV. As for the net charge: 0. The calculation puts the LUMO energy at -0.04803 Ha.

natural (NBO) population analysis, charges in e, atoms 1 to 2: -0.408, 0.392

Repeat the third record exactly.
Computed, not measured: a molecular structure, C5H14NO2, with wB97M-V/def2-TZVPD.

```
22
Properties=species:S:1:pos:R:3
C 1.4274 -1.0222 -1.1241
N 0.4387 -1.4066 -0.0892
C 1.5697 1.4423 1.6238
C 0.4741 1.1074 0.5992
C -0.1154 -0.3706 0.7564
C -1.6803 -0.2007 0.5795
O -1.9706 0.5989 -0.4887
H 0.7748 -1.0777 -2.0589
H 2.2249 -1.7988 -1.2568
H 2.0021 0.0509 -0.9595
H -0.2724 -2.0516 -0.5254
H 2.0283 2.3259 1.6578
H 1.1580 1.1598 2.6931
H 2.2701 0.6464 1.5478
H -0.3924 1.8574 0.7262
H 0.7603 1.4483 -0.4397
H -0.0773 -0.8640 1.8240
H -1.9993 -1.2429 0.4211
H -2.1245 0.2661 1.4992
H -2.3533 -0.1140 -3.0737
H -2.0659 -0.0925 -1.5545
O -2.0769 -0.6619 -2.3577
```

For the energy above the lowest of the compared OMol25 structures with the same formula, charge and spin, the calculation gives 57.4 kcal/mol. The HOMO-LUMO gap is 7.0171 eV. The calculation puts the HOMO energy at -3.103 eV. As for the net charge: -1. The calculation puts the LUMO energy at 0.14383 Ha.

natural (NBO) population analysis, charges in e, atoms 1 to 2: -0.426, -0.684

- Number 6 is which compound?
  C6H12N2O2S

Repeat the second record exactly.
Computed, not measured: a molecular structure, C4H7ClNY, with wB97M-V/def2-TZVPD.

```
14
Properties=species:S:1:pos:R:3
Y 32.3227 5.4968 -29.1433
Cl 32.9078 7.4826 -29.4494
C 31.5439 8.7755 -31.8301
C 30.1610 8.9445 -30.9995
C 29.2984 7.6812 -30.6668
C 29.8327 6.8203 -29.6270
N 30.2337 6.0775 -28.8791
H 32.2744 8.1950 -31.2666
H 31.9099 9.7875 -32.0030
H 31.4841 8.4650 -32.8733
H 29.5833 9.5724 -31.6778
H 30.4177 9.4866 -30.0894
H 29.2666 7.0243 -31.5360
H 28.3055 8.0361 -30.3909
```

For the energy above the lowest of the compared OMol25 structures with the same formula, charge and spin, the calculation gives 0.0 kcal/mol. The HOMO-LUMO gap is 8.6142 eV. The calculation puts the HOMO energy at -18.923 eV. As for the net charge: +2. The calculation puts the LUMO energy at -0.37884 Ha.

Löwdin population analysis, charges in e, atoms 1 to 2: 1.418, 0.434